Entry from the OMol25 dataset: 5 unconnected molecules or ions with the total composition C15H30O5 in a non-equilibrium geometry (ωB97M-V/def2-TZVPD).

Geometry as ORCA input:
```
! RIJCOSX wB97M-V def2-TZVPD def2/J DEFGRID3
* xyz -1 2
C 1.23 -0.04 -3.16
C 0.08 0.35 -2.31
O 0.25 1.02 -1.30
C -1.25 -0.26 -2.69
H 0.97 0.41 -4.11
H 1.30 -1.13 -3.17
H 2.15 0.45 -2.83
H -2.18 0.27 -2.45
H -1.40 -1.21 -2.19
H -1.30 -0.53 -3.75
C 1.98 1.02 2.47
C 2.60 -0.36 2.42
O 2.38 -1.18 3.29
C 3.35 -0.78 1.15
H 2.00 1.34 3.51
H 0.97 1.06 2.05
H 2.52 1.75 1.86
H 2.62 -0.88 0.35
H 3.95 -1.68 1.31
H 3.97 0.07 0.85
C -2.61 1.07 1.12
C -1.96 0.30 2.22
O -2.04 0.71 3.38
C -1.19 -0.97 1.79
H -3.34 0.36 0.73
H -1.81 1.43 0.47
H -3.14 1.91 1.57
H -0.51 -1.21 2.61
H -0.70 -0.96 0.82
H -1.95 -1.75 1.75
C -0.19 -5.09 -2.04
C -0.77 -4.14 -1.04
O -1.96 -3.84 -1.15
C 0.01 -3.70 0.19
H 0.90 -5.05 -2.05
H -0.60 -4.86 -3.02
H -0.36 -6.14 -1.76
H 0.56 -4.52 0.64
H -0.69 -3.43 0.98
H 0.69 -2.88 -0.06
C -1.72 4.63 0.37
C -0.35 3.97 0.69
O -0.20 3.29 1.70
C 0.75 4.15 -0.34
H -1.53 5.64 0.02
H -2.35 4.72 1.26
H -2.22 4.10 -0.44
H 0.40 4.23 -1.36
H 1.42 3.29 -0.33
H 1.28 5.03 0.00
*
```

The expectation value of S² is 0.751. The calculation puts the energy above the lowest of the compared OMol25 structures with the same formula, charge and spin at 0.00 kcal/mol. Its HOMO energy (alpha / beta) is 0.56 / -6.69 eV. The value obtained for the total energy is -26277.472 eV.

***

Entry from the OMol25 dataset: 3 unconnected molecules or ions with the total composition C15H31BF3O4S2Si (ωB97M-V/def2-TZVPD).

Geometry as ORCA input:
```
! RIJCOSX wB97M-V def2-TZVPD def2/J DEFGRID3
* xyz -1 1
C -4.59 -3.12 0.33
Si -4.77 -4.98 0.73
C -5.25 -5.86 -0.91
C -6.31 -5.12 1.87
B -3.16 -5.83 1.58
C -1.75 -5.46 0.76
C -0.82 -4.49 1.52
C -1.22 -3.05 1.46
F -1.64 -2.49 2.62
C -1.16 -2.24 0.42
F -0.82 -2.62 -0.81
F -1.43 -0.94 0.45
H -5.52 -2.70 -0.09
H -4.31 -2.57 1.22
H -3.82 -2.99 -0.44
H -6.27 -6.27 -0.84
H -4.56 -6.68 -1.12
H -5.24 -5.16 -1.75
H -7.24 -5.28 1.31
H -6.16 -5.94 2.58
H -6.43 -4.20 2.44
H -3.10 -5.51 2.76
H -3.38 -7.03 1.48
H -1.95 -5.07 -0.25
H -1.19 -6.39 0.60
H -0.81 -4.77 2.57
H 0.22 -4.57 1.16
C 1.23 1.95 -0.71
C 0.45 0.90 -1.51
C 0.62 1.23 -3.00
S 2.20 2.08 -3.13
O 1.97 3.44 -3.56
O 3.15 1.25 -3.85
C 2.59 2.08 -1.39
H 1.33 1.68 0.34
H 0.70 2.91 -0.75
H 0.86 -0.09 -1.30
H -0.60 0.87 -1.23
H 0.65 0.35 -3.63
H -0.14 1.92 -3.35
H 3.12 3.00 -1.15
H 3.22 1.22 -1.19
C 5.77 7.17 0.87
C 4.57 7.64 0.04
C 3.91 6.40 -0.57
S 4.28 5.04 0.56
O 5.13 4.09 -0.12
O 3.07 4.60 1.21
C 5.28 5.99 1.70
H 6.17 7.97 1.50
H 6.57 6.84 0.20
H 3.85 8.15 0.70
H 4.86 8.35 -0.73
H 2.83 6.48 -0.66
H 4.35 6.13 -1.53
H 6.07 5.36 2.09
H 4.62 6.32 2.51
*
```

Its HOMO energy is -3.85 eV. The value obtained for the total energy is -62624.844 eV.

***

Entry from the OMol25 dataset: a molecular structure, C15H31BF4P2Ti in a non-equilibrium geometry (ωB97M-V/def2-TZVPD).

Geometry as ORCA input:
```
! RIJCOSX wB97M-V def2-TZVPD def2/J DEFGRID3
* xyz 0 3
P -0.55 -3.23 -2.17
P -0.08 0.28 -1.43
C -0.64 -1.79 -3.23
C 0.47 -0.82 -2.89
H -1.62 -1.33 -3.05
H -0.58 -2.11 -4.28
H 1.40 -1.27 -2.53
H 0.74 -0.20 -3.76
C -1.60 1.01 -2.24
H -1.72 2.06 -1.94
H -2.51 0.48 -1.91
H -1.53 0.95 -3.34
C 0.93 1.68 -2.14
H 0.82 1.73 -3.23
H 1.99 1.50 -1.94
H 0.64 2.65 -1.73
C -1.60 -4.49 -2.95
H -1.78 -5.29 -2.22
H -1.07 -4.88 -3.83
H -2.57 -4.07 -3.24
C 1.17 -3.98 -2.30
H 1.95 -3.25 -2.53
H 1.06 -4.71 -3.12
H 1.48 -4.55 -1.38
Ti 0.01 -3.70 -0.12
C 0.93 2.32 3.17
C -0.24 2.92 2.96
C -0.74 3.62 1.74
C -1.47 2.69 0.71
C -0.85 1.31 0.52
C 0.57 1.25 0.58
C 1.67 2.23 0.71
C 2.09 2.25 2.22
C 0.53 -2.24 1.25
H 1.14 1.94 4.16
H -0.97 2.93 3.77
H 0.04 4.24 1.25
H -1.49 4.35 2.10
H -2.51 2.52 1.08
H -1.53 3.23 -0.24
H -1.47 0.47 0.88
H 0.87 0.28 1.03
H 1.41 3.24 0.32
H 2.51 1.85 0.11
H 2.65 1.32 2.46
H 2.81 3.06 2.41
H 0.74 -1.35 0.63
H 1.43 -2.56 1.80
H -0.30 -2.06 1.97
F -1.42 -4.70 0.46
B -0.30 0.55 6.37
F -1.06 1.60 5.98
F 0.01 0.40 7.68
F 0.16 -0.33 5.45
*
```

The expectation value of S² is 2.006. The calculation puts the energy above the lowest of the compared OMol25 structures with the same formula, charge and spin at 95.44 kcal/mol. Its HOMO energy (alpha / beta) is -5.68 / -6.39 eV. The value obtained for the total energy is -69295.678 eV.

***

Entry from the OMol25 dataset: a molecular structure, C15H31BeClO4P2 in a non-equilibrium geometry (ωB97M-V/def2-TZVPD).

Geometry as ORCA input:
```
! RIJCOSX wB97M-V def2-TZVPD def2/J DEFGRID3
* xyz 0 1
P 0.66 -3.59 -2.56
P -0.25 2.96 -1.21
C 0.81 0.53 -2.81
C 0.97 1.90 -2.31
H 0.06 0.55 -3.62
H 1.76 0.13 -3.21
H 1.95 2.11 -1.80
H 0.87 2.62 -3.16
C -1.60 3.56 -2.31
H -2.11 4.35 -1.74
H -2.34 2.76 -2.51
H -1.25 3.98 -3.24
C 0.88 4.39 -1.15
H 0.62 5.10 -1.93
H 1.93 4.08 -1.28
H 0.79 4.83 -0.16
C -0.43 -4.41 -3.79
H -0.72 -5.45 -3.54
H -0.01 -4.35 -4.80
H -1.35 -3.81 -3.74
C 2.27 -3.81 -3.44
H 2.66 -2.78 -3.45
H 2.10 -4.16 -4.46
H 3.00 -4.45 -2.92
Be -0.15 -1.15 -2.94
C 0.30 1.32 -5.66
C -1.01 1.34 -5.32
C -2.08 0.58 -6.05
C -1.70 -0.87 -6.40
C -0.89 -1.53 -5.31
C 0.45 -1.56 -5.31
C 1.27 -0.95 -6.41
C 0.93 0.52 -6.77
C -0.74 -0.93 -0.52
H 1.05 1.94 -5.12
H -1.36 2.00 -4.52
H -2.35 1.11 -6.97
H -2.96 0.61 -5.39
H -2.66 -1.41 -6.55
H -1.15 -0.89 -7.35
H -1.54 -2.08 -4.60
H 0.98 -2.29 -4.70
H 1.17 -1.53 -7.35
H 2.32 -1.01 -6.07
H 1.91 1.00 -6.99
H 0.38 0.58 -7.73
H -0.22 0.07 -0.51
H -0.05 -1.69 -0.02
H -1.61 -0.74 0.15
O -0.77 -0.78 2.41
Cl 0.16 0.36 2.71
O -0.52 1.47 3.46
O 0.76 0.95 1.43
O -1.19 -1.40 -1.84
*
```

The calculation puts the energy above the lowest of the compared OMol25 structures with the same formula, charge and spin at 89.59 kcal/mol. Its HOMO energy (alpha / beta) is -6.71 / -6.66 eV. The value obtained for the total energy is -55736.319 eV.

***

Entry from the OMol25 dataset: a molecular structure, C15H31BrGaN2O2 in a non-equilibrium geometry (ωB97M-V/def2-TZVPD).

Geometry as ORCA input:
```
! RIJCOSX wB97M-V def2-TZVPD def2/J DEFGRID3
* xyz -1 1
C 3.80 -0.54 0.35
C 3.36 0.36 -0.91
O 2.64 1.51 -0.46
C 1.30 1.13 0.00
C 0.33 2.28 -0.51
O -1.07 1.97 -0.45
Ga -1.55 0.81 0.97
C -1.17 -1.19 0.64
C -1.76 -1.79 -0.71
C -1.87 -0.76 -1.90
Br -0.42 -3.18 -1.33
H 4.94 -0.51 0.43
H 3.51 -1.61 0.20
H 3.39 -0.16 1.32
H 4.33 0.70 -1.39
H 2.81 -0.25 -1.68
H 1.06 0.16 -0.50
H 1.38 1.07 1.13
H 0.58 2.41 -1.62
H 0.54 3.30 -0.05
H -3.07 0.99 1.46
H -0.63 1.24 2.25
H -1.69 -1.75 1.49
H -0.07 -1.43 0.76
H -2.72 -2.34 -0.59
H -0.92 -0.14 -1.97
H -2.73 -0.05 -1.70
H -1.98 -1.25 -2.92
C 4.17 3.21 1.98
C 5.12 3.41 3.15
C 6.56 2.99 2.82
C 6.60 1.54 2.47
N 6.63 0.41 2.20
H 4.10 2.15 1.71
H 3.16 3.54 2.25
H 4.49 3.77 1.10
H 4.76 2.85 4.01
H 5.12 4.47 3.44
H 7.21 3.17 3.68
H 6.94 3.57 1.98
C -5.86 -3.98 -1.10
C -7.12 -3.25 -1.56
C -6.92 -2.50 -2.87
C -5.85 -1.47 -2.71
N -5.02 -0.67 -2.59
H -5.04 -3.29 -0.90
H -6.06 -4.53 -0.17
H -5.53 -4.70 -1.85
H -7.43 -2.56 -0.77
H -7.93 -3.98 -1.68
H -7.85 -2.00 -3.16
H -6.64 -3.18 -3.67
*
```

Its HOMO energy is -4.59 eV. The value obtained for the total energy is -145550.472 eV.

***

Entry from the OMol25 dataset: a molecular structure, C15H31CuS2Si4Te (ωB97M-V/def2-TZVPD).

Geometry as ORCA input:
```
! RIJCOSX wB97M-V def2-TZVPD def2/J DEFGRID3
* xyz -2 1
Cu -0.05 -0.13 -2.94
S 1.59 -1.59 -3.50
C 0.53 -2.89 -4.02
C 1.13 -4.07 -4.50
C 0.41 -5.16 -4.94
C -0.98 -5.10 -4.92
C -1.60 -3.94 -4.47
C -0.89 -2.82 -4.01
S -1.81 -1.43 -3.48
H 2.22 -4.10 -4.50
H 0.92 -6.04 -5.30
H -1.58 -5.93 -5.27
H -2.68 -3.88 -4.45
C 2.76 -1.06 0.54
Si 0.91 -0.83 0.85
C 0.05 -2.31 0.07
C 0.65 -1.05 2.74
Si 0.11 1.32 0.31
Te 0.16 2.24 -1.97
Si 1.40 2.85 1.55
C 3.20 2.89 0.94
C 0.73 4.62 1.33
C 1.56 2.65 3.45
Si -2.08 1.40 1.14
C -2.22 1.63 3.03
C -3.07 2.87 0.43
C -3.08 -0.16 0.72
H 3.11 -2.02 0.93
H 3.37 -0.27 1.00
H 2.95 -1.05 -0.53
H 0.46 -3.25 0.44
H 0.19 -2.29 -1.01
H -1.03 -2.31 0.24
H 1.16 -1.94 3.12
H -0.42 -1.16 2.96
H 1.02 -0.18 3.30
H 3.22 2.92 -0.15
H 3.73 1.99 1.26
H 3.74 3.76 1.31
H 0.56 4.82 0.27
H 1.42 5.37 1.72
H -0.23 4.74 1.85
H 2.14 1.75 3.70
H 0.58 2.56 3.92
H 2.07 3.51 3.90
H -1.75 2.57 3.34
H -1.71 0.82 3.56
H -3.26 1.65 3.37
H -2.62 3.82 0.72
H -4.11 2.87 0.77
H -3.07 2.82 -0.66
H -2.73 -1.01 1.31
H -2.94 -0.41 -0.34
H -4.15 -0.03 0.90
*
```

Its HOMO energy is -0.55 eV. The value obtained for the total energy is -121178.564 eV.

***

Entry from the OMol25 dataset: a molecular structure, C15H31IP2Pt in a non-equilibrium geometry (ωB97M-V/def2-TZVPD).

Geometry as ORCA input:
```
! RIJCOSX wB97M-V def2-TZVPD def2/J DEFGRID3
* xyz 2 5
P -1.85 1.09 0.50
P -0.26 -2.03 -1.19
C -2.27 -0.13 -0.77
C -1.82 -1.56 -0.41
H -1.89 0.22 -1.74
H -3.37 -0.12 -0.85
H -1.75 -1.74 0.67
H -2.58 -2.26 -0.79
C -0.78 -2.01 -3.00
H 0.07 -2.31 -3.63
H -1.12 -1.02 -3.33
H -1.60 -2.72 -3.16
C -0.19 -3.85 -1.05
H -1.11 -4.29 -1.46
H -0.10 -4.15 0.00
H 0.67 -4.25 -1.62
C -2.85 2.57 0.12
H -2.72 3.33 0.90
H -3.91 2.29 0.08
H -2.56 2.98 -0.85
C -2.93 0.48 1.92
H -2.72 -0.56 2.20
H -3.98 0.54 1.61
H -2.78 1.12 2.79
Pt 4.61 1.63 1.05
C 1.04 -1.73 0.04
C 1.25 -1.18 -1.37
C 1.07 0.28 -1.81
C 1.00 1.45 -0.83
C -0.27 1.82 -0.04
C -0.37 1.30 1.39
C 0.21 -0.01 1.94
C 1.32 -0.79 1.22
C 4.52 2.98 2.44
H 1.57 -2.67 0.22
H 1.99 -1.71 -1.96
H 0.23 0.38 -2.52
H 1.97 0.47 -2.42
H 1.87 1.43 -0.15
H 1.20 2.34 -1.45
H -0.43 2.90 -0.14
H -0.44 2.08 2.15
H -0.59 -0.72 2.19
H 0.63 0.27 2.92
H 2.17 -0.14 0.97
H 1.74 -1.45 1.99
H 5.05 2.58 3.32
H 3.45 3.15 2.65
H 5.01 3.89 2.04
I 4.60 -0.17 -0.79
*
```

The expectation value of S² is 6.017. The calculation puts the energy above the lowest of the compared OMol25 structures with the same formula, charge and spin at 61.04 kcal/mol. Its HOMO energy (alpha / beta) is -14.35 / -14.12 eV. The value obtained for the total energy is -45959.304 eV.

***

Entry from the OMol25 dataset: a molecular structure, C15H31IP2Sr in a non-equilibrium geometry (ωB97M-V/def2-TZVPD).

Geometry as ORCA input:
```
! RIJCOSX wB97M-V def2-TZVPD def2/J DEFGRID3
* xyz 0 1
P 0.32 -1.81 -5.68
P 0.42 2.23 -5.35
C -0.07 -0.30 -6.59
C 0.98 0.83 -6.39
H -1.10 0.02 -6.32
H -0.11 -0.55 -7.66
H 1.95 0.47 -6.03
H 1.17 1.27 -7.39
C -0.73 3.07 -6.50
H -1.16 3.97 -6.02
H -1.54 2.40 -6.83
H -0.17 3.38 -7.39
C 1.77 3.39 -5.19
H 1.77 4.04 -6.08
H 2.72 2.83 -5.13
H 1.62 4.01 -4.29
C -0.92 -3.05 -6.12
H -0.93 -3.84 -5.36
H -0.68 -3.50 -7.09
H -1.92 -2.61 -6.18
C 1.93 -2.48 -6.11
H 2.68 -1.69 -6.22
H 1.86 -3.04 -7.05
H 2.26 -3.18 -5.33
Sr 1.95 0.50 -0.18
C -0.59 1.85 -3.86
C -1.85 1.33 -4.38
C -2.53 0.10 -4.12
C -2.07 -0.90 -2.98
C -1.13 -1.87 -3.46
C 0.20 -1.54 -3.91
C 0.95 -0.28 -3.28
C 0.22 1.01 -2.78
C 0.72 -1.18 1.28
H -0.73 2.88 -3.43
H -2.39 2.03 -5.06
H -2.53 -0.49 -5.06
H -3.60 0.34 -3.96
H -1.71 -0.33 -2.11
H -2.99 -1.42 -2.67
H -1.38 -2.94 -3.41
H 0.85 -2.39 -3.62
H 1.75 0.02 -3.98
H 1.55 -0.73 -2.44
H -0.42 0.78 -1.90
H 1.01 1.70 -2.36
H 1.44 -1.39 2.07
H 0.55 -2.09 0.67
H -0.23 -0.92 1.77
I 0.73 2.25 2.02
*
```

The calculation puts the energy above the lowest of the compared OMol25 structures with the same formula, charge and spin at 0.00 kcal/mol. Its HOMO energy is -4.69 eV. The value obtained for the total energy is -43564.015 eV.